Computed, not measured: C40H61BN7OOsPS4 as an isolated structure, with wB97M-V/def2-TZVPD.

**Molar mass**: 1016.3 g mol⁻¹
**Largest force on an atom**: 0.7 eV/Å
**Frontier orbital gap (alpha / beta)**: 7.35 / 6.45 eV
**Energy relative to the best compared isomer or geometry (same formula, charge and spin)**: 8.3 kJ/mol
**Multiplicity**: 2
**Total charge**: +1

Structure (XYZ):
```
116
C40H61BN7OOsPS4 (wB97M-V/def2-TZVPD)
Os -0.226 0.151 0.148
C -2.350 -2.297 5.677
C -1.892 -1.261 4.649
C -2.950 -1.161 3.561
C -1.718 0.121 5.286
N -0.540 -1.682 4.151
C 0.484 -1.832 5.070
C 1.596 -2.153 4.388
N 1.268 -2.199 3.052
B 2.368 -2.484 2.010
N 1.826 -3.364 0.860
C 1.705 -4.709 1.089
C 1.084 -5.245 0.026
N 0.827 -4.223 -0.873
C 1.256 -3.051 -0.320
S 1.250 -1.420 -1.004
C 0.091 -4.606 -2.126
C -1.363 -4.863 -1.734
C 0.157 -3.534 -3.185
C 0.744 -5.867 -2.701
N 3.124 -1.242 1.466
C 4.421 -1.374 1.024
C 4.940 -0.137 0.911
N 3.961 0.770 1.281
C 2.848 0.066 1.610
S 1.247 0.624 2.024
C 4.312 2.223 1.400
C 5.445 2.333 2.425
C 4.785 2.703 0.029
C 3.151 3.086 1.871
C -0.030 -1.901 2.914
S -0.872 -1.847 1.401
H -3.331 -2.011 6.057
H -1.675 -2.370 6.528
H -2.434 -3.281 5.215
H -3.872 -0.840 4.051
H -3.131 -2.113 3.069
H -2.679 -0.432 2.804
H -2.690 0.490 5.615
H -1.306 0.822 4.558
H -1.059 0.097 6.153
H 0.332 -1.720 6.126
H 2.593 -2.360 4.732
H 3.188 -3.144 2.597
H 2.087 -5.165 1.985
H 0.825 -6.265 -0.177
H -1.800 -3.963 -1.299
H -1.445 -5.671 -1.007
H -1.936 -5.140 -2.619
H -0.318 -2.625 -2.848
H -0.374 -3.897 -4.067
H 1.186 -3.313 -3.470
H 0.621 -6.748 -2.074
H 1.809 -5.704 -2.873
H 0.274 -6.088 -3.659
H 4.864 -2.335 0.838
H 5.920 0.172 0.602
H 6.342 1.799 2.113
H 5.127 1.940 3.391
H 5.710 3.382 2.551
H 5.624 2.115 -0.343
H 5.112 3.740 0.105
H 3.977 2.649 -0.698
H 2.769 2.763 2.837
H 2.325 3.103 1.165
H 3.535 4.102 1.979
O -2.342 0.335 0.352
N -2.907 1.380 0.972
C -4.212 1.266 1.299
C -4.876 2.309 1.875
C -4.177 3.498 2.127
C -2.851 3.587 1.792
C -2.195 2.500 1.189
S -0.558 2.526 0.702
H -4.649 0.309 1.058
H -5.921 2.199 2.124
H -4.678 4.341 2.582
H -2.280 4.487 1.970
C -1.998 0.919 -4.659
C -1.183 0.160 -3.600
C -2.078 -0.938 -3.001
C -0.011 -0.490 -4.339
P -0.597 1.260 -2.162
C -1.991 2.478 -2.097
C -1.876 3.846 -2.342
C -2.980 4.686 -2.305
C -4.239 4.182 -2.021
C -4.376 2.825 -1.776
C -3.270 1.991 -1.815
C 0.944 2.228 -2.714
C 1.320 3.281 -1.654
C 0.799 2.897 -4.090
C 2.180 1.313 -2.745
H -2.311 0.199 -5.420
H -1.402 1.683 -5.157
H -2.893 1.389 -4.259
H -2.244 -1.713 -3.754
H -3.056 -0.551 -2.724
H -1.640 -1.394 -2.111
H -0.420 -1.237 -5.024
H 0.683 -0.986 -3.673
H 0.536 0.230 -4.941
H -0.924 4.295 -2.563
H -2.847 5.742 -2.502
H -5.099 4.837 -1.994
H -5.350 2.407 -1.556
H -3.409 0.942 -1.602
H 0.580 4.053 -1.472
H 2.238 3.764 -1.997
H 1.537 2.794 -0.703
H -0.136 3.434 -4.227
H 0.888 2.180 -4.902
H 1.617 3.613 -4.208
H 3.020 1.909 -3.113
H 2.434 0.965 -1.742
H 2.090 0.449 -3.392
```

Atom charges from the Mulliken analysis, given in e for atoms 1 to 5: Os 3.48; C -1.71; C 1.43; C -1.99; C -1.60